Entry 1:
{"formula": "C5H6O", "method": "ωB97M-V/def2-TZVPD", "homo_energy_ha": [-0.222, -0.335], "s_squared": 2.037, "homo_lumo_gap_ev": [6.957, 8.384], "spin_multiplicity": 3, "relative_energy_kj_mol": 227.5, "symbols": ["C", "C", "C", "C", "C", "O", "H", "H", "H", "H", "H", "H"], "positions_angstrom": [[-0.96095, -0.18136, -1.59608], [-1.42952, 0.00444, -0.23077], [0.37337, 0.22316, 1.54590], [1.46685, 0.51073, 2.26305], [0.17922, -0.80109, -1.89465], [-0.70327, 0.33705, 0.92770], [-1.62752, 0.11147, -2.38492], [-2.38003, 0.32726, 0.00584], [2.01266, 1.46043, 2.17091], [1.84590, 0.05412, 3.21600], [0.31575, -1.07507, -2.90729], [0.90754, -0.97115, -1.11570]], "forces_ev_per_angstrom": [[-0.754, 0.222, 2.631], [2.225, 0.242, -1.356], [4.550, -2.143, 3.564], [-1.149, 1.023, -0.492], [0.539, 0.276, 0.340], [-2.873, 1.268, -2.004], [-0.610, -0.213, -0.045], [-1.957, 0.421, 0.015], [-0.079, 0.116, -0.536], [-0.800, -0.578, -1.223], [0.735, -0.197, -0.729], [0.174, -0.437, -0.166]]}

Entry 2:
{"formula": "C20H39I2NO13P3", "method": "ωB97M-V/def2-TZVPD", "total_charge": -1, "homo_energy_ha": -0.196, "homo_lumo_gap_ev": 7.003, "symbols": ["C", "O", "C", "C", "C", "C", "C", "C", "C", "P", "O", "O", "O", "O", "P", "C", "C", "N", "O", "C", "P", "O", "C", "I", "C", "C", "I", "H", "H", "H", "H", "H", "H", "H", "H", "H", "H", "H", "H", "H", "H", "H", "H", "H", "H", "H", "H", "H", "H", "H", "H", "H", "H", "H", "H", "H", "H", "H", "C", "C", "O", "C", "O", "O", "H", "H", "H", "H", "C", "C", "O", "C", "O", "O", "H", "H", "H", "H"], "positions_angstrom": [[-5.15298, -3.08225, 1.18283], [-4.25941, -4.11591, 0.81326], [-3.31854, -3.72735, -0.17771], [-1.93446, -4.20766, 0.21946], [-0.92415, -4.16963, -0.93772], [-0.47189, -2.72563, -1.24513], [0.68590, -2.32892, -0.33653], [1.41270, -0.97787, -0.52681], [1.53851, -0.59371, -2.03427], [0.41215, 0.40698, -3.00951], [0.62712, 1.85374, -2.89112], [0.71418, -0.09149, -4.52715], [-1.12315, 0.00931, -2.76648], [2.76401, -1.30556, -0.20009], [3.79979, 0.04847, 0.21958], [5.37513, -1.01572, -0.04441], [5.14907, -2.48336, -0.00029], [5.38569, -3.33708, -0.92183], [2.28067, 0.98350, 0.41956], [1.15569, 0.17492, 0.50050], [1.21009, -0.45539, 2.31692], [2.00028, 0.38914, 3.24632], [-0.03686, 1.13697, 0.37001], [-1.97823, 0.22102, 0.65878], [0.19816, 2.35301, 1.33066], [0.09786, 3.62896, 0.49101], [-1.16440, 2.59689, 2.97231], [-5.69821, -2.69240, 0.31534], [-5.85452, -3.49707, 1.90464], [-4.62182, -2.24913, 1.65942], [-3.59872, -4.17451, -1.14102], [-3.33060, -2.63697, -0.27519], [-2.03818, -5.22802, 0.59914], [-1.56042, -3.60269, 1.05142], [-0.04652, -4.74369, -0.63054], [-1.38327, -4.61997, -1.82154], [-0.18564, -2.68238, -2.30354], [-1.33332, -2.07984, -1.11059], [1.47214, -3.06883, -0.50174], [0.34161, -2.41453, 0.69472], [2.49677, -0.09634, -2.18126], [1.61072, -1.54955, -2.56314], [0.01165, -0.61123, -4.92594], [-1.38240, -0.79648, -3.22630], [3.78466, -0.33446, 1.60034], [4.54150, 1.23297, 0.58611], [3.87796, 0.47485, -1.16380], [6.13423, -0.71580, 0.68403], [5.76591, -0.78597, -1.04403], [4.72764, -2.87446, 0.93022], [5.77811, -2.85342, -1.73356], [1.63179, -1.79331, 2.24354], [-0.12397, -0.53109, 2.75977], [-0.10890, 1.57799, -0.61873], [1.19955, 2.29022, 1.74654], [0.19803, 4.50813, 1.12751], [0.91649, 3.62369, -0.23235], [-0.86239, 3.67815, -0.02506], [-3.08183, 1.17245, 5.77294], [-3.63325, 0.50635, 7.02062], [-4.92887, 0.07603, 6.58813], [-4.90754, -0.04934, 5.23628], [-5.77638, -0.54431, 4.59052], [-3.76700, 0.46452, 4.73390], [-2.00683, 1.06858, 5.65833], [-3.34872, 2.22917, 5.71207], [-3.05286, -0.36982, 7.31371], [-3.72956, 1.17771, 7.86950], [1.83595, 5.06458, -5.40482], [0.98113, 4.63757, -4.22770], [0.48828, 5.90369, -3.75297], [0.52384, 6.78972, -4.76535], [0.03225, 7.87522, -4.74555], [1.20146, 6.27933, -5.82317], [1.84188, 4.34807, -6.22147], [2.86321, 5.29045, -5.11379], [0.13486, 4.01908, -4.52232], [1.52721, 4.12171, -3.44545]], "forces_ev_per_angstrom": [[0.175, 0.001, -0.011], [-0.053, 0.072, 0.033], [0.017, 0.045, 0.233], [0.158, -0.180, -0.083], [-0.146, 0.485, 0.544], [-0.229, -0.443, -0.199], [-0.385, 0.240, -0.318], [1.061, -0.241, 0.153], [-0.791, -0.219, -0.176], [0.565, 0.434, -0.096], [-0.215, -0.021, 0.127], [-0.135, -0.080, 0.159], [0.023, -0.014, -0.300], [-0.352, -0.126, 0.057], [1.102, 0.407, 0.164], [-0.036, 0.019, -0.598], [0.161, -0.251, -0.073], [-0.109, 0.204, 0.314], [0.001, 0.046, -0.379], [-0.050, -0.051, 0.272], [0.273, 0.113, 0.028], [-0.062, 0.148, 0.043], [-0.071, 0.137, 0.812], [0.032, -0.312, -0.572], [-0.313, 0.491, -0.903], [0.138, -0.005, 0.353], [0.307, 0.211, 0.441], [-0.062, -0.049, 0.034], [-0.013, 0.001, -0.063], [-0.009, -0.022, -0.027], [-0.071, 0.072, -0.011], [0.018, 0.000, -0.149], [-0.004, 0.005, -0.052], [-0.078, -0.017, 0.017], [-0.035, -0.172, -0.296], [0.140, -0.136, 0.005], [0.124, 0.084, 0.096], [-0.032, 0.305, -0.060], [0.034, 0.017, 0.198], [0.077, -0.097, 0.043], [-0.038, 0.107, 0.089], [0.109, 0.061, 0.045], [0.055, 0.001, -0.119], [-0.146, -0.131, 0.335], [-0.353, -0.159, -0.055], [0.001, -0.093, -0.042], [-0.296, -0.121, 0.039], [-0.197, -0.026, 0.211], [0.054, 0.122, 0.057], [0.001, -0.013, -0.042], [-0.024, 0.021, 0.027], [-0.083, -0.060, 0.006], [-0.087, -0.302, -0.202], [0.132, -0.272, -0.203], [-0.210, -0.180, 0.310], [0.008, 0.036, -0.086], [-0.102, -0.035, -0.094], [0.041, 0.029, -0.065], [0.042, 0.007, 0.143], [0.065, 0.031, -0.017], [-0.008, -0.012, 0.020], [-0.106, -0.059, -0.099], [0.128, 0.065, 0.135], [0.032, 0.018, -0.035], [-0.023, -0.105, -0.141], [-0.029, -0.001, -0.003], [0.014, -0.009, -0.022], [-0.115, 0.008, -0.017], [0.052, -0.123, 0.059], [0.072, -0.067, -0.031], [0.001, 0.025, -0.021], [-0.066, 0.097, 0.024], [0.056, -0.119, -0.010], [0.013, 0.015, -0.027], [-0.075, 0.063, -0.056], [0.000, 0.008, 0.022], [-0.009, -0.004, 0.015], [-0.067, 0.072, 0.092]]}

Entry 3:
{"formula": "C33H27CaIN9O9PS2Se2", "method": "ωB97M-V/def2-TZVPD", "total_charge": -2, "homo_energy_ha": [-0.109, -0.048], "homo_lumo_gap_ev": [6.575, 4.930], "relative_energy_kj_mol": 449.3, "symbols": ["Ca", "Se", "P", "Se", "C", "C", "C", "C", "C", "C", "C", "C", "C", "C", "C", "C", "H", "H", "H", "H", "H", "H", "H", "H", "H", "H", "N", "C", "C", "C", "C", "C", "C", "S", "O", "O", "N", "C", "N", "C", "C", "C", "N", "H", "H", "H", "H", "H", "H", "H", "H", "H", "S", "C", "N", "C", "C", "C", "N", "H", "H", "H", "H", "O", "N", "O", "C", "C", "C", "C", "O", "C", "C", "N", "O", "O", "N", "O", "O", "H", "H", "I", "C", "H", "H"], "positions_angstrom": [[0.73903, 0.66292, -0.43576], [-1.36878, -2.96602, 0.19188], [0.01529, -2.84390, -1.42616], [1.61905, -1.43813, -1.91231], [-1.01162, -3.01293, -2.94147], [-1.88325, -4.09463, -3.03867], [-2.65884, -4.26386, -4.17311], [-2.58188, -3.34359, -5.21194], [-1.75038, -2.24144, -5.09565], [-0.96407, -2.07638, -3.96307], [0.96661, -4.41515, -1.42522], [1.38419, -4.99761, -2.61819], [2.19868, -6.11871, -2.59827], [2.61520, -6.65429, -1.38653], [2.20780, -6.06893, -0.19624], [1.38689, -4.95091, -0.21356], [-1.95509, -4.79122, -2.21245], [-3.33234, -5.11002, -4.24433], [-3.17652, -3.48680, -6.10677], [-1.71456, -1.50316, -5.88715], [-0.30254, -1.22381, -3.86889], [1.08131, -4.55280, -3.55838], [2.51793, -6.57162, -3.52976], [3.27139, -7.51704, -1.37141], [2.53682, -6.48225, 0.75007], [1.07692, -4.46987, 0.70604], [0.51615, -0.77626, 7.86785], [0.79679, -0.66881, 6.50004], [0.09978, -1.44884, 5.57833], [0.38985, -1.36185, 4.22761], [1.39354, -0.51138, 3.79486], [2.11250, 0.25033, 4.70111], [1.81824, 0.16903, 6.05040], [1.54978, -0.24960, 2.04209], [2.85489, 0.30629, 1.76101], [1.26999, -1.50038, 1.38833], [0.39258, 0.77576, 1.64249], [0.72741, 2.09191, 1.74681], [1.29694, 2.55965, 2.87101], [1.59382, 3.84758, 2.89133], [1.33523, 4.70469, 1.83499], [0.75049, 4.12777, 0.72202], [0.45180, 2.83860, 0.66244], [-0.41314, -1.10135, 8.07791], [0.77871, 0.02704, 8.41455], [-0.68343, -2.11338, 5.92816], [-0.14514, -1.94746, 3.48742], [2.89102, 0.90190, 4.33111], [2.37036, 0.76777, 6.76660], [2.06552, 4.19876, 3.80626], [1.57438, 5.75645, 1.87144], [0.50427, 4.71177, -0.15772], [-2.85546, 3.60341, 0.84106], [-2.59005, 2.34891, 1.88856], [-2.64818, 1.04106, 1.42454], [-2.66399, -0.00468, 2.25303], [-2.56338, 0.18462, 3.60083], [-2.33360, 1.50527, 4.01799], [-2.37142, 2.53887, 3.21966], [-2.56533, 0.87006, 0.41950], [-2.73925, -0.98277, 1.80055], [-2.58873, -0.64273, 4.28885], [-2.11349, 1.72019, 5.06161], [-2.46399, 5.87159, -5.36437], [-2.81050, 4.78540, -4.90646], [-3.91138, 4.29914, -5.13208], [-1.89145, 4.05235, -4.08449], [-0.63357, 4.57181, -3.85990], [0.29125, 3.85410, -3.10586], [-0.00255, 2.53623, -2.57931], [0.87829, 1.78090, -2.10136], [-1.39199, 2.11655, -2.72570], [-2.28864, 2.84526, -3.50009], [-1.85446, 0.95596, -2.12797], [-2.98762, 0.49847, -2.44089], [-1.17223, 0.36373, -1.18532], [1.55892, 4.47281, -2.87043], [2.38429, 3.94231, -2.13818], [1.77483, 5.56688, -3.40114], [-0.35717, 5.53391, -4.25731], [-3.29380, 2.48026, -3.62365], [5.03991, 2.44755, 0.54699], [4.27119, 1.18721, -0.89142], [3.55585, 1.66187, -1.55368], [4.12809, 0.16973, -0.55472]], "forces_ev_per_angstrom": [[0.986, -1.369, -1.166], [-0.068, 0.188, 0.357], [0.115, -0.419, -0.581], [0.272, -0.960, -0.449], [0.083, 0.157, 0.070], [-0.012, -0.030, -0.054], [0.025, -0.050, 0.026], [-0.005, 0.026, -0.027], [-0.056, -0.026, -0.075], [0.048, -0.014, -0.005], [0.034, 0.061, 0.031], [-0.051, 0.027, 0.056], [0.017, -0.040, -0.020], [0.039, -0.041, -0.017], [0.019, -0.004, 0.017], [0.011, -0.031, -0.041], [-0.002, -0.010, -0.003], [0.017, -0.015, -0.011], [-0.040, 0.044, 0.020], [0.009, 0.012, 0.012], [-0.011, -0.012, 0.015], [0.007, -0.045, -0.025], [0.006, 0.013, -0.004], [-0.035, -0.026, -0.002], [0.012, 0.023, 0.005], [-0.048, -0.031, 0.009], [0.090, -0.093, 0.046], [0.054, -0.042, -0.093], [-0.040, 0.010, 0.028], [0.081, -0.096, -0.024], [-0.055, 0.102, -0.278], [0.075, -0.079, -0.023], [-0.016, -0.037, 0.040], [0.134, -0.667, 1.494], [0.176, 0.299, 0.131], [-0.323, 0.146, 0.176], [0.088, -0.497, 2.486], [0.082, 1.167, 0.798], [-0.052, 0.101, -0.084], [0.031, -0.093, 0.064], [-0.085, -0.057, -0.104], [-0.067, 0.220, -0.066], [0.112, -0.183, 0.451], [-0.029, 0.061, 0.023], [-0.062, 0.038, 0.003], [0.008, -0.019, -0.015], [-0.056, -0.007, 0.055], [-0.032, 0.067, 0.025], [0.022, -0.009, -0.003], [-0.022, 0.096, -0.040], [0.007, 0.005, -0.009], [0.029, 0.009, 0.000], [0.009, 0.146, -0.196], [-0.398, -0.018, -0.295], [0.215, 0.162, 0.204], [-0.016, -0.245, 0.100], [-0.015, 0.035, 0.018], [-0.135, -0.043, -0.139], [0.257, 0.006, 0.188], [-0.027, 0.066, -0.031], [0.098, -0.026, -0.190], [0.067, -0.057, 0.019], [-0.012, -0.033, -0.001], [0.007, -0.136, 0.080], [-0.348, 0.339, -0.321], [0.143, -0.004, 0.076], [0.708, -0.139, 0.421], [-0.219, 0.238, -0.178], [-0.582, -0.628, 0.241], [0.287, 0.489, -0.469], [0.063, 1.611, -2.038], [-0.174, 0.274, -0.150], [0.052, -0.173, 0.054], [-0.385, -0.189, -0.443], [0.063, 0.123, 0.115], [-1.430, 0.080, -0.102], [0.489, 0.313, -0.020], [-0.158, -0.011, -0.053], [-0.052, -0.123, 0.009], [0.000, -0.018, -0.049], [0.010, -0.080, 0.006], [0.039, -0.053, -0.262], [-0.323, 0.255, 0.420], [0.134, -0.001, -0.135], [0.110, -0.034, -0.099]]}

Entry 4:
{"formula": "C3H2N2O2", "method": "ωB97M-V/def2-TZVPD", "homo_energy_ha": -0.396, "smiles": "O=c1ncnco1", "homo_lumo_gap_ev": 10.339, "relative_energy_kj_mol": 145.5, "symbols": ["O", "C", "N", "C", "N", "C", "O", "H", "H"], "positions_angstrom": [[-2.48883, -0.10670, 0.20328], [-1.33914, -0.16555, -0.16210], [-0.41833, -1.28770, -0.25566], [0.80400, -1.05982, -0.02356], [1.39078, 0.15167, 0.16908], [0.57971, 1.13831, -0.08827], [-0.69743, 1.06585, -0.12191], [1.51529, -1.85732, 0.39131], [0.65394, 2.12125, -0.11217]], "forces_ev_per_angstrom": [[1.465, -1.268, -1.512], [0.019, -0.983, 2.368], [-3.374, 0.321, -0.612], [1.853, -0.637, 2.709], [-0.006, 2.421, -1.431], [1.098, -4.068, 1.532], [-2.572, -0.822, -1.413], [-1.287, 0.426, -1.539], [2.804, 4.610, -0.100]]}